(1)
{"formula": "C6H19BrInNO4P", "method": "the ωB97M-V functional and the def2-TZVPD basis", "elements": ["C", "C", "Br", "C", "In", "N", "H", "H", "H", "H", "H", "H", "H", "H", "H", "H", "C", "O", "P", "O", "O", "C", "O", "C", "H", "H", "H", "H", "H", "H", "H", "H", "H"], "positions_angstrom": [[0.435, -2.697, 1.533], [1.090, -2.926, 2.859], [1.224, -4.901, 3.133], [2.415, -2.251, 2.950], [2.023, -0.037, 3.277], [2.730, 1.074, 1.575], [1.067, -3.046, 0.731], [0.261, -1.639, 1.408], [-0.531, -3.191, 1.508], [0.460, -2.546, 3.640], [2.964, -2.396, 2.029], [3.010, -2.641, 3.763], [0.244, 0.240, 3.306], [2.835, 0.471, 4.775], [1.930, 1.417, 1.052], [3.213, 0.448, 0.936], [-3.025, 1.902, -3.500], [-2.469, 1.472, -2.253], [-0.873, 1.440, -2.097], [-0.171, 2.036, -3.233], [-0.533, -0.061, -1.772], [-0.805, -1.038, -2.775], [-0.617, 2.083, -0.688], [-1.097, 3.411, -0.467], [-2.760, 1.213, -4.300], [-4.106, 1.916, -3.378], [-2.676, 2.901, -3.755], [-0.452, -0.704, -3.753], [-1.876, -1.245, -2.815], [-0.276, -1.944, -2.495], [-2.150, 3.379, -0.187], [-0.967, 4.031, -1.355], [-0.518, 3.829, 0.350]], "e_tot_ev": -100717.636, "charge": -1, "lumo_ev": 2.402, "e_homo_ev": -4.2, "spin_multiplicity": 1}


(2)
{"formula": "C31H41I2N6O6PReS3", "method": "the ωB97M-V functional and the def2-TZVPD basis", "elements": ["Re", "C", "C", "N", "N", "C", "S", "S", "C", "C", "C", "C", "C", "C", "C", "C", "C", "C", "C", "C", "C", "O", "H", "H", "H", "H", "H", "H", "H", "H", "H", "H", "H", "H", "H", "H", "C", "C", "C", "C", "C", "C", "C", "S", "O", "O", "N", "C", "C", "O", "O", "H", "H", "H", "H", "H", "H", "H", "H", "H", "C", "N", "C", "P", "O", "N", "C", "C", "N", "C", "C", "H", "H", "H", "H", "H", "H", "H", "H", "H", "H", "H", "H", "H", "H", "H", "H", "H", "H", "I", "I"], "positions_angstrom": [[0.541, 1.195, -0.504], [-1.077, -1.822, -3.324], [-0.859, -0.485, -2.671], [-0.030, -0.427, -1.642], [0.448, -1.636, -1.251], [1.287, -1.722, -0.284], [1.967, -0.385, 0.573], [1.829, -3.343, 0.124], [1.313, -3.488, 1.900], [2.132, -2.694, 2.860], [3.388, -3.153, 3.247], [4.172, -2.419, 4.118], [3.715, -1.203, 4.604], [2.458, -0.747, 4.242], [1.670, -1.489, 3.379], [-1.583, 0.647, -3.197], [-2.484, 0.465, -4.268], [-3.124, 1.505, -4.895], [-2.889, 2.817, -4.491], [-2.077, 3.045, -3.413], [-1.436, 1.990, -2.736], [-0.733, 2.307, -1.684], [-0.274, -2.502, -3.054], [-1.109, -1.724, -4.405], [-2.012, -2.254, -2.967], [1.422, -4.557, 2.090], [0.257, -3.224, 1.926], [3.756, -4.085, 2.843], [5.147, -2.794, 4.397], [4.336, -0.620, 5.267], [2.095, 0.204, 4.602], [0.699, -1.109, 3.098], [-2.700, -0.531, -4.615], [-3.785, 1.310, -5.723], [-3.350, 3.644, -5.010], [-1.893, 4.050, -3.061], [5.391, -3.595, -1.310], [4.675, -2.371, -1.784], [3.618, -2.454, -2.683], [2.957, -1.307, -3.094], [3.358, -0.077, -2.616], [4.430, 0.030, -1.747], [5.081, -1.117, -1.333], [2.447, 1.391, -3.055], [1.224, 0.994, -3.708], [3.303, 2.322, -3.726], [2.029, 1.988, -1.578], [2.707, 3.148, -1.094], [2.221, 3.444, 0.354], [2.752, 4.303, 1.014], [1.231, 2.712, 0.714], [4.877, -4.496, -1.629], [5.456, -3.592, -0.224], [6.406, -3.607, -1.707], [3.293, -3.421, -3.044], [2.125, -1.348, -3.779], [4.748, 1.003, -1.408], [5.912, -1.043, -0.647], [2.491, 4.020, -1.726], [3.793, 3.015, -1.097], [-2.070, -1.727, 2.557], [-3.038, -0.876, 1.904], [-4.386, -1.113, 2.366], [-2.526, 0.649, 1.369], [-1.188, 0.414, 0.754], [-2.466, 1.818, 2.556], [-3.548, 1.929, 3.518], [-1.170, 2.163, 3.125], [-3.664, 1.093, 0.237], [-3.968, 0.051, -0.723], [-4.706, 2.077, 0.422], [-1.977, -1.516, 3.627], [-1.114, -1.570, 2.068], [-2.373, -2.771, 2.434], [-4.485, -0.974, 3.449], [-4.648, -2.149, 2.125], [-5.087, -0.451, 1.863], [-4.460, 1.503, 3.109], [-3.724, 2.982, 3.748], [-3.303, 1.401, 4.446], [-0.389, 2.107, 2.367], [-0.902, 1.487, 3.946], [-1.210, 3.187, 3.506], [-3.125, -0.639, -0.767], [-4.112, 0.496, -1.711], [-4.869, -0.516, -0.459], [-4.374, 2.848, 1.109], [-5.639, 1.637, 0.791], [-4.914, 2.553, -0.537], [-1.551, 3.732, -0.110], [-2.752, 5.468, 1.743]], "e_above_lowest_ev": 1.377, "e_tot_ev": -114166.747, "lumo_ev": [-1.835, -1.503], "e_homo_ev": [-7.9, -7.8], "spin_multiplicity": 2}


Number 2 is which compound?
C31H41I2N6O6PReS3